No. 1
Below is an isolated molecule of C25H32N2O3, with properties calculated with the ωB97M-V functional and the def2-TZVPD basis.

Results
- total charge = 0
- spin multiplicity = 1
- orbital gap (eV) = 8.9
- HOMO level (eV) = -8.12
- relative energy (zero: lowest compared OMol25 entry of this formula, charge and spin) (kcal/mol) = 57.5
- structure (SMILES) = COc1ccc(C(=O)NC2CC2)cc1OC1CCN(Cc2cc(C)cc(C)c2)CC1

Cartesian coordinates (Å):
C: 1.559 4.577 0.610
O: 2.795 3.950 0.875
C: 2.988 2.624 0.648
C: 4.192 2.137 1.153
C: 4.575 0.821 1.005
C: 3.735 -0.060 0.336
C: 4.019 -1.507 0.133
O: 3.135 -2.325 -0.052
N: 5.332 -1.847 0.155
C: 5.781 -3.186 -0.022
C: 7.014 -3.655 0.688
C: 7.031 -3.457 -0.802
C: 2.522 0.412 -0.158
C: 2.127 1.734 -0.029
O: 0.962 2.232 -0.542
C: -0.011 1.359 -1.095
C: -0.761 0.568 -0.021
C: -1.885 -0.231 -0.669
N: -2.807 0.659 -1.349
C: -3.986 -0.048 -1.818
C: -4.813 -0.554 -0.667
C: -5.326 -1.840 -0.663
C: -6.103 -2.296 0.398
C: -6.656 -3.689 0.375
C: -6.349 -1.442 1.460
C: -5.839 -0.148 1.479
C: -6.117 0.749 2.648
C: -5.076 0.286 0.409
C: -2.134 1.373 -2.414
C: -1.015 2.236 -1.841
H: 0.740 4.094 1.147
H: 1.331 4.590 -0.458
H: 1.679 5.598 0.971
H: 4.822 2.840 1.677
H: 5.503 0.493 1.449
H: 6.034 -1.130 0.244
H: 4.937 -3.856 -0.121
H: 7.033 -4.660 1.077
H: 7.550 -2.943 1.298
H: 7.062 -4.326 -1.440
H: 7.578 -2.612 -1.193
H: 1.897 -0.310 -0.658
H: 0.463 0.671 -1.810
H: -0.087 -0.103 0.511
H: -1.185 1.273 0.695
H: -2.439 -0.774 0.100
H: -1.453 -0.973 -1.368
H: -3.722 -0.887 -2.488
H: -4.588 0.662 -2.396
H: -5.124 -2.501 -1.494
H: -7.171 -3.920 1.304
H: -5.856 -4.414 0.231
H: -7.360 -3.802 -0.449
H: -6.947 -1.785 2.293
H: -5.688 1.735 2.493
H: -5.695 0.326 3.559
H: -7.191 0.855 2.799
H: -4.662 1.283 0.399
H: -2.863 2.013 -2.917
H: -1.712 0.678 -3.167
H: -0.512 2.781 -2.641
H: -1.434 2.958 -1.140

Forces on atoms 1 to 6 (eV/Å):
-0.4 0.4 -0.1
0.3 -0.3 -0.1
0.1 -0.1 0.1
-0.2 0.1 -0.1
-0.1 -0.1 -0.1
-0.2 0.4 0.1

=====

No. 2
Below is an isolated molecule of C25H32N2O4, with properties calculated with the ωB97M-V functional and the def2-TZVPD basis.

Results
- total charge = 0
- spin multiplicity = 1
- orbital gap (eV) = 8.8
- HOMO level (eV) = -8.18
- relative energy (zero: lowest compared OMol25 entry of this formula, charge and spin) (kcal/mol) = 54.9
- structure (SMILES) = O=C(NC[C@H]1COCCO1)c1ccc(OC2CCN(CCc3ccccc3)CC2)cc1

Cartesian coordinates (Å):
O: -1.137 -0.805 4.350
C: -0.617 0.114 3.747
N: 0.355 0.888 4.302
C: 0.913 0.598 5.597
C: 2.165 -0.286 5.517
C: 3.285 0.356 4.685
O: 4.452 -0.435 4.708
C: 4.887 -0.651 6.034
C: 3.775 -1.297 6.863
O: 2.616 -0.492 6.844
C: -1.020 0.502 2.369
C: -0.153 1.089 1.448
C: -0.589 1.395 0.179
C: -1.904 1.129 -0.214
O: -2.216 1.503 -1.475
C: -3.414 1.053 -2.093
C: -3.519 1.797 -3.424
C: -2.362 1.396 -4.337
N: -2.379 -0.037 -4.559
C: -1.540 -0.480 -5.648
C: -0.042 -0.084 -5.618
C: 0.698 -0.615 -4.425
C: 1.202 0.242 -3.453
C: 1.852 -0.256 -2.338
C: 2.012 -1.621 -2.179
C: 1.534 -2.484 -3.151
C: 0.888 -1.984 -4.266
C: -2.210 -0.761 -3.315
C: -3.373 -0.451 -2.376
C: -2.771 0.536 0.701
C: -2.323 0.224 1.969
H: 0.757 1.638 3.767
H: 1.164 1.528 6.112
H: 0.157 0.061 6.173
H: 1.903 -1.256 5.063
H: 2.996 0.432 3.636
H: 3.505 1.359 5.087
H: 5.759 -1.303 5.970
H: 5.174 0.308 6.492
H: 4.069 -1.387 7.910
H: 3.546 -2.292 6.455
H: 0.880 1.277 1.703
H: 0.075 1.841 -0.545
H: -4.278 1.305 -1.460
H: -4.468 1.540 -3.895
H: -3.488 2.873 -3.248
H: -2.468 1.895 -5.304
H: -1.424 1.730 -3.867
H: -1.620 -1.568 -5.695
H: -1.969 -0.071 -6.569
H: 0.408 -0.484 -6.530
H: 0.043 1.003 -5.652
H: 1.079 1.310 -3.569
H: 2.235 0.423 -1.590
H: 2.513 -2.011 -1.305
H: 1.668 -3.550 -3.040
H: 0.523 -2.663 -5.024
H: -2.192 -1.831 -3.536
H: -1.270 -0.503 -2.802
H: -4.315 -0.741 -2.844
H: -3.248 -1.017 -1.452
H: -3.794 0.317 0.437
H: -2.986 -0.246 2.680

Forces on atoms 1 to 6 (eV/Å):
-0.1 -0.2 0.1
0.1 0.2 0.0
0.3 0.2 -0.1
0.2 -0.4 0.3
0.0 0.3 -0.3
-0.3 -0.1 0.2

=====

No. 3
Below is an isolated molecule of C25H32N4O2, with properties calculated with the ωB97M-V functional and the def2-TZVPD basis.

Results
- total charge = 0
- spin multiplicity = 1
- orbital gap (eV) = 8.6
- HOMO level (eV) = -8.01
- relative energy (zero: lowest compared OMol25 entry of this formula, charge and spin) (kcal/mol) = 25.9
- structure (SMILES) = Cc1ccc(C(C)C)c(OCC(=O)Nc2ccc3c(c2)nc(CN2CCCC2)n3C)c1

Cartesian coordinates (Å):
C: 3.383 2.001 -2.151
C: 3.663 1.669 -0.717
C: 3.972 2.652 0.208
C: 4.231 2.315 1.525
C: 4.196 1.000 1.959
C: 4.461 0.641 3.403
C: 5.846 1.117 3.844
C: 3.374 1.227 4.308
C: 3.889 0.006 1.021
O: 3.847 -1.289 1.494
C: 3.619 -2.329 0.575
C: 2.195 -2.353 -0.008
O: 1.958 -2.878 -1.073
N: 1.306 -1.755 0.817
C: -0.065 -1.527 0.636
C: -0.714 -0.793 1.642
C: -2.060 -0.502 1.577
C: -2.751 -0.965 0.470
C: -2.107 -1.703 -0.550
C: -0.750 -1.992 -0.473
N: -3.022 -2.020 -1.515
C: -4.157 -1.508 -1.128
C: -5.396 -1.586 -1.962
N: -5.469 -0.631 -3.057
C: -4.381 -0.722 -4.020
C: -3.331 0.350 -3.653
C: -4.044 1.267 -2.649
C: -5.500 0.770 -2.674
N: -4.065 -0.860 0.080
C: -5.080 -0.192 0.844
C: 3.624 0.344 -0.298
H: 3.179 3.062 -2.271
H: 2.531 1.432 -2.517
H: 4.244 1.746 -2.769
H: 4.006 3.687 -0.097
H: 4.463 3.097 2.231
H: 4.432 -0.448 3.489
H: 5.911 2.202 3.823
H: 6.611 0.714 3.185
H: 6.051 0.782 4.858
H: 2.390 0.881 3.998
H: 3.381 2.313 4.266
H: 3.538 0.921 5.339
H: 3.767 -3.254 1.143
H: 4.340 -2.315 -0.251
H: 1.695 -1.369 1.669
H: -0.137 -0.445 2.488
H: -2.543 0.068 2.357
H: -0.255 -2.553 -1.246
H: -6.291 -1.455 -1.348
H: -5.432 -2.582 -2.411
H: -4.803 -0.515 -5.008
H: -3.955 -1.723 -4.018
H: -2.455 -0.116 -3.205
H: -3.012 0.897 -4.539
H: -3.978 2.318 -2.927
H: -3.614 1.157 -1.654
H: -6.053 1.303 -3.456
H: -6.024 0.913 -1.730
H: -4.993 -0.480 1.893
H: -6.069 -0.472 0.487
H: -4.970 0.894 0.771
H: 3.371 -0.414 -1.022

Forces on atoms 1 to 6 (eV/Å):
0.1 0.0 0.0
0.0 0.1 0.1
0.0 0.0 -0.1
0.0 -0.2 0.0
0.0 -0.4 0.0
0.0 0.1 0.1

=====

No. 4
Below is an isolated molecule of C25H32N4O2S, with properties calculated with the ωB97M-V functional and the def2-TZVPD basis.

Results
- total charge = 0
- spin multiplicity = 1
- orbital gap (eV) = 8.3
- HOMO level (eV) = -7.69
- relative energy (zero: lowest compared OMol25 entry of this formula, charge and spin) (kcal/mol) = 48.8
- structure (SMILES) = COc1cccc(NC(=S)N(CCCN2CCOCC2)Cc2cn(C)c3ccccc23)c1

Cartesian coordinates (Å):
C: -3.550 0.604 4.919
O: -2.386 1.207 5.433
C: -1.250 1.167 4.685
C: -0.122 1.756 5.257
C: 1.067 1.767 4.558
C: 1.154 1.189 3.306
C: 0.037 0.579 2.735
N: 0.206 0.035 1.464
C: -0.655 -0.620 0.640
S: -2.033 -1.390 1.157
N: -0.285 -0.676 -0.665
C: 0.718 0.189 -1.248
C: 2.003 -0.555 -1.640
C: 2.565 -1.450 -0.534
N: 2.886 -0.722 0.689
C: 4.064 0.135 0.596
C: 5.380 -0.652 0.635
O: 5.460 -1.464 1.786
C: 4.366 -2.355 1.856
C: 3.037 -1.594 1.854
C: -1.064 -1.446 -1.627
C: -2.065 -0.598 -2.343
C: -3.292 -0.224 -1.870
N: -3.928 0.584 -2.764
C: -5.236 1.151 -2.604
C: -3.114 0.753 -3.848
C: -3.312 1.482 -5.015
C: -2.304 1.473 -5.955
C: -1.124 0.753 -5.747
C: -0.921 0.028 -4.595
C: -1.920 0.022 -3.621
C: -1.170 0.586 3.427
H: -3.883 1.094 3.999
H: -4.310 0.727 5.689
H: -3.399 -0.462 4.723
H: -0.206 2.197 6.237
H: 1.939 2.233 4.992
H: 2.084 1.220 2.758
H: 1.178 0.059 1.144
H: 0.951 1.005 -0.562
H: 0.287 0.636 -2.151
H: 1.802 -1.199 -2.498
H: 2.740 0.183 -1.957
H: 1.803 -2.190 -0.272
H: 3.429 -1.994 -0.943
H: 4.015 0.733 -0.314
H: 4.042 0.811 1.457
H: 6.230 0.030 0.685
H: 5.479 -1.274 -0.269
H: 4.487 -2.910 2.787
H: 4.404 -3.062 1.013
H: 2.201 -2.293 1.893
H: 3.000 -0.960 2.746
H: -0.372 -1.895 -2.342
H: -1.575 -2.239 -1.078
H: -3.754 -0.492 -0.939
H: -5.642 0.847 -1.641
H: -5.905 0.805 -3.396
H: -5.189 2.243 -2.639
H: -4.223 2.036 -5.182
H: -2.425 2.030 -6.873
H: -0.361 0.769 -6.511
H: -0.006 -0.530 -4.453
H: -2.032 0.129 2.977

Forces on atoms 1 to 6 (eV/Å):
-0.2 -0.1 -0.1
0.3 0.1 0.0
0.4 0.1 0.0
-0.2 0.0 0.1
-0.1 0.0 0.1
0.0 -0.1 -0.2